1.
{
  "formula": "C34H28Cl3FeN5O2",
  "method": "ωB97M-V with the def2-TZVPD basis set",
  "symbols": ["Fe", "Cl", "C", "C", "C", "N", "C", "O", "C", "C", "C", "C", "C", "N", "C", "C", "C", "Cl", "N", "C", "O", "C", "C", "C", "C", "C", "N", "H", "H", "H", "H", "H", "H", "H", "H", "H", "H", "C", "N", "C", "C", "C", "C", "C", "C", "C", "C", "H", "H", "H", "H", "H", "H", "H", "H", "H", "H", "H", "H", "Cl", "C", "C", "C", "C", "C", "C", "C", "H", "H", "H", "H", "H", "H"],
  "coordinates": [[0.712, -0.455, 0.014], [-2.081, 5.153, -2.428], [-1.478, 3.527, -2.270], [-1.015, 3.107, -1.033], [-0.511, 1.815, -0.885], [-0.009, 1.240, 0.253], [0.040, 1.821, 1.465], [-0.403, 2.939, 1.791], [0.694, 0.918, 2.416], [0.841, 1.260, 3.760], [1.441, 0.391, 4.638], [1.886, -0.838, 4.142], [1.703, -1.110, 2.804], [1.137, -0.275, 1.933], [-0.477, 0.935, -2.016], [-0.971, 1.376, -3.245], [-1.463, 2.668, -3.362], [-2.075, 3.185, -4.911], [0.087, -0.287, -1.728], [0.259, -1.292, -2.608], [-0.184, -1.373, -3.773], [1.136, -2.313, -2.026], [1.537, -3.429, -2.765], [2.494, -4.283, -2.273], [3.067, -3.979, -1.031], [2.593, -2.884, -0.342], [1.619, -2.080, -0.772], [-1.026, 3.771, -0.183], [0.458, 2.224, 4.069], [1.557, 0.630, 5.688], [2.358, -1.564, 4.791], [2.014, -2.066, 2.398], [-0.958, 0.708, -4.091], [1.075, -3.567, -3.734], [2.815, -5.157, -2.825], [3.865, -4.585, -0.623], [3.015, -2.629, 0.624], [-3.531, -0.771, -1.134], [-3.966, -0.126, 0.093], [-5.043, -0.864, 0.711], [-2.840, 0.196, 0.993], [-2.058, -1.014, 1.471], [-2.652, -1.727, 2.520], [-2.220, -2.989, 2.896], [-1.191, -3.561, 2.167], [-0.545, -2.817, 1.186], [-0.875, -1.485, 0.843], [-4.366, -0.790, -1.841], [-3.183, -1.804, -0.976], [-2.712, -0.206, -1.575], [-5.881, -0.925, 0.009], [-5.384, -0.332, 1.604], [-4.767, -1.892, 0.998], [-3.259, 0.743, 1.845], [-2.207, 0.877, 0.441], [-3.483, -1.274, 3.056], [-2.693, -3.515, 3.720], [-0.874, -4.580, 2.379], [0.276, -3.308, 0.683], [2.557, 6.222, -1.919], [2.589, 4.531, -1.465], [2.472, 3.556, -2.442], [2.508, 2.223, -2.073], [2.660, 1.820, -0.733], [2.638, 0.411, -0.360], [2.796, 2.846, 0.219], [2.746, 4.184, -0.133], [2.337, 3.840, -3.478], [2.401, 1.459, -2.835], [3.207, 0.229, 0.557], [3.046, -0.195, -1.172], [2.915, 2.577, 1.263], [2.824, 4.957, 0.621]],
  "forces_ev_per_a": [[1.15, -1.15, 1.07], [-0.05, 0.11, 0.04], [0.01, -0.21, -0.30], [0.13, -0.14, 0.16], [-0.20, 0.15, -0.69], [-0.25, 1.11, 1.49], [-0.75, 0.56, -1.85], [0.14, -0.03, 0.46], [0.67, -0.99, 0.90], [-0.23, 0.40, -0.30], [0.25, -0.64, -0.06], [-0.15, 0.51, 0.31], [0.14, -0.32, -0.25], [-0.09, 0.82, 0.62], [-0.30, 0.60, 0.03], [0.11, -0.17, 0.17], [0.03, 0.20, 0.25], [-0.02, 0.01, -0.12], [0.20, -0.92, -1.64], [-1.08, 1.70, 0.04], [0.23, -0.35, -0.04], [0.90, -0.88, 0.72], [-0.33, 0.36, -0.24], [0.34, 0.00, 0.59], [-0.12, -0.23, -0.63], [0.04, 0.19, 0.44], [-0.63, -0.31, -0.73], [-0.01, -0.01, 0.00], [-0.01, 0.00, -0.05], [-0.01, 0.07, 0.00], [-0.01, -0.06, -0.05], [-0.05, 0.01, -0.01], [-0.02, -0.02, -0.01], [0.00, 0.04, 0.00], [-0.01, 0.01, -0.05], [-0.02, 0.02, 0.09], [-0.05, 0.00, -0.01], [-0.03, 0.00, 0.06], [-0.01, -0.02, 0.01], [0.07, 0.08, -0.07], [-0.01, -0.02, -0.05], [-0.14, -0.19, 0.09], [0.01, 0.11, 0.01], [-0.08, -0.05, 0.10], [0.08, -0.08, -0.01], [-0.33, -0.02, 0.26], [-0.08, -0.32, -0.33], [0.02, 0.00, -0.02], [0.03, 0.01, 0.00], [-0.02, -0.03, -0.03], [0.00, 0.01, 0.00], [-0.01, -0.05, 0.03], [-0.03, -0.01, 0.03], [0.00, 0.00, -0.01], [0.01, 0.03, 0.04], [-0.02, -0.01, -0.04], [-0.01, -0.01, -0.02], [0.04, 0.02, 0.00], [0.11, -0.04, -0.03], [-0.01, 0.19, -0.05], [0.03, -0.08, 0.10], [-0.04, -0.06, 0.01], [-0.02, 0.11, 0.02], [0.21, -0.13, 0.05], [0.29, 0.10, -0.36], [-0.13, -0.01, -0.10], [-0.01, 0.02, -0.04], [0.00, 0.00, 0.00], [-0.03, -0.01, 0.00], [0.06, -0.01, 0.00], [0.09, 0.03, -0.03], [0.00, 0.01, 0.02], [0.00, 0.01, 0.00]],
  "charge": -2,
  "spin_multiplicity": 1,
  "total_energy_ha": -4381.04949,
  "orbital_gap_ha": 0.183,
  "homo_ha": -0.0189,
  "e_above_lowest_ev": 0.468
}

***

2.
{
  "formula": "C34H28ClFeO3P2S2",
  "method": "ωB97M-V with the def2-TZVPD basis set",
  "symbols": ["Fe", "S", "P", "C", "P", "S", "C", "C", "C", "C", "C", "C", "C", "C", "C", "C", "C", "C", "C", "C", "C", "C", "C", "C", "C", "C", "C", "C", "C", "C", "H", "H", "H", "H", "H", "H", "H", "H", "H", "H", "H", "H", "H", "H", "H", "H", "H", "H", "H", "H", "C", "C", "C", "C", "Cl", "C", "C", "C", "O", "C", "C", "O", "O", "H", "H", "H", "H", "H", "H", "H", "H"],
  "coordinates": [[-13.594, -11.492, 10.478], [-11.962, -9.759, 10.429], [-13.725, -8.912, 9.439], [-14.789, -10.338, 9.164], [-14.891, -11.598, 7.884], [-14.211, -13.228, 9.156], [-16.625, -11.940, 7.525], [-16.934, -12.752, 6.431], [-18.252, -13.064, 6.158], [-19.276, -12.628, 6.990], [-18.963, -11.724, 8.025], [-17.657, -11.394, 8.307], [-14.078, -11.323, 6.319], [-12.747, -11.750, 6.129], [-12.138, -11.693, 4.879], [-12.841, -11.232, 3.769], [-14.130, -10.735, 3.945], [-14.739, -10.743, 5.207], [-13.478, -7.983, 7.892], [-14.600, -7.297, 7.439], [-14.472, -6.300, 6.458], [-13.245, -5.966, 5.888], [-12.094, -6.672, 6.328], [-12.234, -7.667, 7.287], [-14.494, -7.749, 10.537], [-13.976, -6.423, 10.477], [-14.366, -5.514, 11.449], [-15.153, -5.902, 12.544], [-15.791, -7.160, 12.496], [-15.475, -8.094, 11.498], [-16.159, -13.254, 5.856], [-18.511, -13.746, 5.331], [-20.326, -12.876, 6.804], [-19.785, -11.287, 8.615], [-17.417, -10.757, 9.154], [-12.218, -12.185, 6.998], [-11.119, -12.098, 4.749], [-12.360, -11.248, 2.793], [-14.711, -10.342, 3.106], [-15.742, -10.321, 5.276], [-15.572, -7.432, 7.871], [-15.397, -5.773, 6.175], [-13.212, -5.245, 5.065], [-11.103, -6.528, 5.849], [-11.333, -8.175, 7.590], [-13.227, -6.166, 9.714], [-13.913, -4.521, 11.396], [-15.344, -5.228, 13.379], [-16.523, -7.416, 13.285], [-15.926, -9.095, 11.528], [-13.511, -15.226, 15.912], [-14.228, -14.053, 16.505], [-14.042, -13.701, 17.859], [-14.686, -12.557, 18.292], [-14.367, -12.019, 19.858], [-15.545, -11.842, 17.482], [-15.815, -12.214, 16.185], [-15.116, -13.323, 15.691], [-15.155, -13.755, 14.405], [-16.028, -13.059, 13.510], [-15.503, -11.670, 13.052], [-16.055, -10.653, 13.516], [-14.539, -11.726, 12.180], [-13.831, -16.199, 16.334], [-12.406, -15.065, 16.115], [-13.728, -15.255, 14.840], [-13.400, -14.266, 18.560], [-15.956, -10.971, 17.995], [-16.445, -11.688, 15.443], [-17.013, -12.921, 13.966], [-16.201, -13.715, 12.654]],
  "forces_ev_per_a": [[-0.43, 0.63, 0.86], [-0.99, 1.36, -1.03], [-0.65, -5.06, -1.12], [0.88, 1.04, -1.32], [0.62, 1.77, 5.15], [-0.31, -0.25, -2.41], [-0.27, 0.05, -0.71], [-0.01, -0.25, 0.45], [-0.91, -0.97, -0.25], [0.10, 1.13, 0.13], [-1.10, -0.47, -0.15], [0.66, -0.19, -0.09], [0.54, -0.08, -1.75], [-0.26, -0.26, 0.70], [0.36, -0.36, -0.03], [0.01, 0.13, 0.27], [-0.27, 0.21, 0.24], [0.38, -0.34, 0.03], [1.02, 1.25, -0.07], [0.62, 0.80, -0.68], [-0.47, -0.05, 0.00], [0.37, -0.75, 0.21], [-0.63, 0.07, -0.96], [-0.35, -0.04, 0.42], [-0.16, 1.42, 0.64], [-0.54, -1.15, 0.45], [0.74, 0.29, 0.49], [-0.67, -0.61, -0.99], [0.15, 0.32, 0.37], [0.54, 0.26, -0.12], [0.03, 0.38, 0.00], [0.29, 0.39, 0.39], [0.44, -0.03, -0.02], [0.52, -0.32, -0.21], [0.19, 0.04, -0.22], [-0.31, 0.25, -0.61], [-0.61, 0.35, 0.15], [-0.20, 0.04, 0.11], [0.34, -0.11, 0.22], [0.21, -0.28, 0.23], [-0.25, -0.32, 0.28], [0.60, -0.20, -0.04], [0.17, -0.13, 0.47], [-0.80, 0.09, 0.45], [0.03, -0.24, 0.33], [-0.49, 0.01, 0.39], [-0.25, -0.18, 0.23], [0.00, -0.07, -0.31], [0.63, -0.01, -0.57], [0.37, 0.46, -0.12], [1.06, -0.16, 0.14], [-0.31, -0.26, 0.97], [-0.16, -0.07, -1.08], [0.08, -0.90, -1.05], [0.17, 0.63, 1.65], [-0.37, 0.81, 0.95], [0.15, -0.49, -1.21], [0.68, 0.02, 0.59], [-0.66, 0.36, -0.52], [-0.43, 0.09, -0.04], [0.46, 0.56, -0.75], [0.70, -1.14, -0.71], [-1.14, 0.08, 1.57], [0.21, 0.53, 0.00], [-1.15, -0.53, -0.46], [0.48, -0.10, 0.24], [-0.34, 0.31, -0.72], [-0.26, -0.04, -0.67], [0.38, 0.13, 1.07], [0.11, 0.04, 0.16], [0.47, 0.10, 0.00]],
  "charge": -1,
  "spin_multiplicity": 5,
  "total_energy_ha": -4741.20628,
  "orbital_gap_ha": [0.213, 0.247],
  "homo_ha": [-0.1219, -0.1555]
}

***

3.
{
  "formula": "C34H28CoF5N4SSbSe",
  "method": "ωB97M-V with the def2-TZVPD basis set",
  "symbols": ["Co", "N", "C", "S", "N", "N", "C", "C", "C", "C", "C", "C", "N", "H", "H", "H", "H", "H", "H", "H", "F", "C", "C", "F", "C", "F", "C", "Se", "C", "F", "C", "F", "C", "C", "C", "C", "C", "C", "C", "Sb", "C", "C", "C", "C", "C", "C", "C", "C", "C", "C", "C", "C", "C", "C", "H", "H", "H", "H", "H", "H", "H", "H", "H", "H", "H", "H", "H", "H", "H", "H", "H", "H", "H", "H", "H"],
  "coordinates": [[12.390, 8.172, 11.468], [12.318, 4.981, 14.444], [12.231, 5.876, 13.419], [12.463, 7.601, 13.544], [11.770, 5.431, 12.263], [11.707, 6.397, 11.347], [11.091, 5.997, 10.218], [10.926, 7.017, 9.234], [10.186, 6.905, 8.050], [10.100, 8.013, 7.234], [10.827, 9.175, 7.507], [11.471, 9.217, 8.738], [11.477, 8.210, 9.620], [12.641, 5.261, 15.371], [12.190, 3.994, 14.246], [10.627, 5.017, 10.220], [9.522, 6.029, 7.917], [9.503, 7.993, 6.333], [10.796, 10.095, 6.916], [12.037, 10.106, 9.025], [6.389, 12.585, 9.699], [7.580, 12.078, 10.072], [7.609, 10.854, 10.760], [6.461, 10.215, 11.066], [8.826, 10.308, 11.154], [8.825, 9.040, 11.547], [10.042, 11.051, 11.122], [11.663, 10.464, 12.093], [9.926, 12.361, 10.595], [10.939, 13.265, 10.727], [8.775, 12.804, 9.979], [8.741, 14.112, 9.508], [18.260, 7.334, 10.365], [17.565, 6.723, 11.559], [18.267, 5.735, 12.324], [17.697, 5.151, 13.442], [16.417, 5.432, 13.782], [15.694, 6.413, 13.062], [16.235, 7.004, 11.867], [14.912, 8.448, 10.825], [15.893, 10.218, 11.654], [15.497, 10.351, 13.012], [15.769, 11.530, 13.682], [16.578, 12.498, 13.123], [17.106, 12.264, 11.865], [16.793, 11.087, 11.112], [17.627, 11.037, 9.812], [15.032, 8.520, 8.561], [15.245, 9.710, 7.897], [15.637, 9.676, 6.558], [15.720, 8.445, 5.858], [15.373, 7.279, 6.538], [15.008, 7.309, 7.894], [14.535, 6.025, 8.493], [18.552, 8.364, 10.563], [17.655, 7.260, 9.462], [19.182, 6.740, 10.182], [19.277, 5.417, 12.012], [18.302, 4.491, 14.061], [15.905, 4.940, 14.583], [14.743, 6.809, 13.372], [15.000, 9.500, 13.531], [15.368, 11.566, 14.690], [16.670, 13.474, 13.668], [17.639, 13.019, 11.346], [18.713, 11.102, 10.054], [17.437, 11.878, 9.154], [17.419, 10.094, 9.307], [15.190, 10.638, 8.482], [15.785, 10.593, 6.053], [16.122, 8.439, 4.847], [15.425, 6.258, 6.061], [14.086, 5.343, 7.752], [13.714, 6.215, 9.157], [15.263, 5.548, 9.118]],
  "forces_ev_per_a": [[-0.32, 2.27, -1.09], [0.41, 0.58, -0.03], [-0.63, 0.65, -0.03], [0.55, -0.78, 3.85], [0.35, -0.97, 0.58], [-1.85, -3.68, -3.07], [0.75, 0.76, 2.83], [-0.25, 1.51, -0.29], [-0.55, -0.45, 0.93], [0.29, 0.69, -0.86], [-0.37, -0.20, 0.74], [0.35, 0.08, 0.13], [0.10, -0.26, -2.16], [-0.22, -0.04, -0.81], [-0.02, 0.44, -0.01], [0.15, 0.02, -0.30], [0.82, 0.50, -0.19], [-0.14, -0.16, 0.00], [0.00, -0.63, -0.03], [-0.30, -0.17, 0.17], [0.77, -0.10, -0.01], [0.07, -0.34, 0.82], [-0.06, 0.38, -0.39], [0.46, 0.17, -0.51], [1.14, 1.04, -0.53], [0.04, -0.23, 0.45], [-0.46, 0.11, 0.28], [-0.69, 0.49, -0.60], [0.93, -0.62, 0.50], [-0.68, -0.97, -0.35], [-0.97, 1.79, -0.17], [-0.08, -1.79, 0.43], [0.72, -0.97, 0.23], [0.47, -1.32, -0.20], [-0.06, 1.07, -0.74], [1.37, -0.53, -0.35], [-2.06, 1.80, -0.42], [1.08, 0.10, -1.51], [-0.16, -0.34, 1.23], [0.70, 0.27, -0.29], [-0.52, -1.78, 0.38], [-0.11, -0.05, -0.65], [-0.27, -1.59, 0.90], [-0.23, 1.31, -0.11], [-1.14, -0.83, 0.34], [1.59, 2.48, -0.18], [-0.29, -0.87, 0.76], [0.34, -0.60, 2.03], [0.60, 0.27, -0.06], [-0.85, -1.24, 0.09], [0.21, 0.72, 1.01], [0.20, -0.76, -0.44], [0.00, -0.31, -1.30], [-0.66, -0.04, -0.01], [-0.09, 0.10, -0.11], [-0.12, 0.24, -0.06], [-0.45, 0.56, -0.03], [-0.56, 0.46, 0.22], [-0.19, -0.16, -0.25], [0.02, -0.09, 0.57], [-0.35, -0.54, 0.28], [0.01, 0.91, -0.49], [0.19, 0.48, -0.01], [0.28, -1.02, -0.73], [0.76, 0.57, -0.14], [-0.76, -0.26, 0.02], [-0.33, 0.04, -0.12], [0.26, 0.15, -0.30], [0.10, -0.23, -0.56], [0.36, 0.76, -0.53], [-0.31, -0.11, 0.13], [-0.11, 1.38, 0.32], [0.68, 0.16, 0.14], [-0.60, 0.31, 0.56], [0.66, -0.57, 0.10]],
  "spin_multiplicity": 4,
  "total_energy_ha": -6453.28347,
  "orbital_gap_ha": [0.226, 0.220],
  "homo_ha": [-0.2604, -0.2714]
}